This record from the Open Molecules 2025 dataset describes a structure of composition C35H31I2N5OPW in a non-equilibrium geometry. The level of theory is the ωB97M-V functional and the def2-TZVPD basis.

Last column: Löwdin charge in e.
Atoms and positions in Å:
W (0.92637, 0.41179, -0.43703)  1.60
I (6.11005, -4.18593, 2.96159)  1.03
C (4.71145, -3.18172, 1.81376)  -0.72
C (4.22783, -3.76107, 0.64257)  -0.18
C (3.28439, -3.09180, -0.11822)  -0.63
I (2.55944, -3.94058, -1.87204)  1.06
C (2.82433, -1.83924, 0.27909)  -0.37
O (1.85305, -1.21508, -0.47744)  -0.35
C (3.32594, -1.24459, 1.45159)  -0.17
C (2.87471, 0.13786, 1.88587)  -0.09
N (2.69409, 0.95472, 0.64943)  -0.17
C (2.83017, 2.43468, 0.69048)  -0.08
C (2.58261, 2.89163, -0.73003)  -0.22
C (3.12380, 4.03992, -1.26294)  0.04
C (2.84721, 4.37073, -2.58451)  0.04
C (2.04524, 3.53133, -3.34679)  0.01
C (1.53764, 2.39247, -2.76345)  -0.08
N (1.78589, 2.06900, -1.47548)  -0.08
C (4.26836, -1.92108, 2.20751)  -0.09
H (4.58651, -4.72768, 0.32653)  0.10
H (3.63082, 0.60908, 2.52157)  0.15
H (1.92850, 0.12505, 2.43855)  0.12
H (3.44574, 0.62035, 0.02505)  0.16
H (3.81891, 2.73891, 1.04665)  0.16
H (2.07787, 2.85185, 1.36857)  0.13
H (3.76170, 4.66715, -0.65667)  0.14
H (3.26840, 5.26637, -3.01673)  0.14
H (1.82912, 3.74778, -4.38252)  0.14
H (0.92551, 1.69652, -3.32753)  0.12
H (4.66561, -1.46632, 3.10235)  0.11
N (-2.95423, 4.40032, -0.73136)  0.20
C (-2.12375, 3.68156, 0.03056)  -0.34
C (-1.26873, 2.69436, -0.51362)  -0.06
N (-0.46421, 1.99162, 0.27457)  -0.15
C (-0.48969, 2.22201, 1.60355)  -0.15
C (-1.29971, 3.22760, 2.10713)  -0.07
N (-2.10026, 3.94601, 1.34123)  0.18
H (-3.07840, 4.23271, -1.71317)  0.12
H (-3.53254, 5.09403, -0.28364)  0.14
H (-1.25371, 2.48747, -1.58094)  0.12
H (0.13809, 1.60608, 2.24263)  0.10
H (-1.30008, 3.45205, 3.16610)  0.14
C (-1.34894, -3.98124, 3.50230)  -0.02
C (-0.15253, -3.34711, 3.19455)  -0.04
C (-0.10557, -2.43564, 2.15220)  -0.08
C (-1.26149, -2.15603, 1.41908)  -0.36
C (-2.46558, -2.79267, 1.73510)  -0.07
C (-2.49927, -3.70758, 2.77567)  -0.03
P (-1.22500, -1.02528, 0.03390)  1.04
C (-1.10882, -1.83288, -1.55221)  -0.39
C (-1.43762, -3.15684, -1.79446)  -0.04
C (-1.27595, -3.66281, -3.07787)  -0.03
C (-0.76531, -2.86461, -4.09343)  -0.03
C (-0.40915, -1.54107, -3.84869)  -0.04
C (-0.59638, -1.03196, -2.57606)  -0.17
C (-2.74711, -0.06891, 0.06459)  -0.37
C (-3.18695, 0.43897, 1.29031)  -0.10
C (-4.32611, 1.22425, 1.34078)  -0.04
C (-5.03115, 1.49956, 0.17519)  -0.04
C (-4.60171, 0.98727, -1.04088)  -0.05
C (-3.45757, 0.20504, -1.10319)  -0.07
H (-1.38534, -4.69308, 4.31496)  0.13
H (0.73916, -3.56813, 3.76356)  0.12
H (0.83538, -1.95701, 1.89711)  0.07
H (-3.36863, -2.57491, 1.17891)  0.12
H (-3.42677, -4.20473, 3.02014)  0.13
H (-1.81093, -3.78503, -0.99708)  0.12
H (-1.54612, -4.68705, -3.28363)  0.13
H (-0.64597, -3.27031, -5.08678)  0.13
H (-0.02152, -0.92665, -4.64532)  0.12
H (-0.39883, 0.05733, -2.38411)  0.06
H (-2.66390, 0.19062, 2.20341)  0.11
H (-4.67826, 1.60050, 2.28782)  0.12
H (-5.93201, 2.09397, 0.22078)  0.12
H (-5.17163, 1.17255, -1.93884)  0.12
H (-3.14645, -0.21644, -2.05063)  0.11

2S+1 = 3
expectation value of S² = 2.04
E_HOMO (alpha / beta) = -15.4 / -15.4 eV
HOMO-LUMO gap (alpha / beta) = 0.1839 / 0.1991 Ha
charge = +3
energy above the lowest of the compared OMol25 structures with the same formula, charge and spin = 9.2 kcal/mol
LUMO (alpha / beta) = -0.380 / -0.366 Eh



This record from the Open Molecules 2025 dataset describes the molecule C3H9NO2S in a non-equilibrium geometry. The level of theory is the ωB97M-V functional and the def2-TZVPD basis.

Last column: Löwdin charge in e.
Atoms and positions in Å:
C (-2.38430, 0.31672, 1.09865)  -0.15
S (-1.15150, 0.20875, -0.00205)  0.63
O (-1.19767, 1.31452, -0.83631)  -0.31
O (-1.89960, -0.97850, -0.78417)  -0.18
N (0.46507, -0.11070, -0.11387)  -0.35
C (1.35249, -0.37976, 1.00095)  -0.16
C (1.42815, 0.10537, -1.40140)  0.01
H (-2.51639, -0.53412, 1.64677)  -0.02
H (-2.15341, 1.09912, 1.80110)  0.01
H (-1.82143, -0.55423, -1.60496)  0.03
H (2.22779, -0.97011, 0.72431)  0.06
H (1.86234, 0.65564, 1.38577)  0.12
H (0.83435, -0.75292, 1.92953)  0.09
H (2.10141, 0.92541, -1.23220)  0.07
H (2.08072, -0.73788, -1.43280)  0.07
H (0.77198, 0.39271, -2.17932)  0.06

E_HOMO = -8.8 eV
SMILES = C=[S@](=O)(O)N(C)C
HOMO-LUMO gap = 0.3497 Ha
charge = 0
energy above the lowest of the compared OMol25 structures with the same formula, charge and spin = 150.3 kcal/mol
LUMO = 0.028 Eh



This record from the Open Molecules 2025 dataset describes the molecule C2H4ClNO2 in a non-equilibrium geometry. The level of theory is the ωB97M-V functional and the def2-TZVPD basis.

Last column: Löwdin charge in e.
Atoms and positions in Å:
C (1.35382, 0.14888, 0.26780)  -0.08
C (0.09389, -0.49812, -0.25026)  -0.82
Cl (-0.29277, -2.09442, 0.41862)  0.64
O (-0.89892, 0.31584, 0.28079)  -0.22
N (-2.20254, 0.50573, -0.49271)  0.04
O (-2.89950, 1.33290, -0.05660)  0.09
H (1.96693, -0.72170, 0.32366)  0.05
H (1.63689, 0.96539, -0.46786)  0.11
H (1.17567, 0.55334, 1.27838)  0.09
H (0.06654, -0.50784, -1.30182)  0.09

E_HOMO = -10.4 eV
SMILES = C[C@@H](Cl)ON=O
HOMO-LUMO gap = 0.3701 Ha
charge = 0
energy above the lowest of the compared OMol25 structures with the same formula, charge and spin = 72.1 kcal/mol
LUMO = -0.013 Eh